(1)
Formula: C7H7N
Source: the OMol25 dataset
Level of theory: ωB97M-V with the def2-TZVPD basis set

XYZ file:
```
15
Properties=species:S:1:pos:R:3:forces:R:3
C 2.718 1.277 -0.028 -0.4 -1.9 0.1
C 1.784 0.329 0.041 -2.4 3.1 -0.4
C 1.591 -1.002 -0.060 -0.7 -4.6 0.1
C 0.771 -1.936 -0.037 0.4 1.6 0.3
C -0.695 -1.644 0.145 1.1 2.0 -0.1
C -0.733 -0.053 0.013 1.6 0.6 0.6
C -2.077 0.547 -0.124 0.1 3.7 0.1
N 0.237 0.763 0.051 1.7 0.1 -0.2
H 2.473 2.309 0.041 -0.1 0.6 0.0
H 3.725 0.910 -0.146 0.3 0.4 0.1
H -1.353 -1.869 -0.668 -0.4 -1.2 -0.4
H -1.143 -1.891 1.128 0.3 -0.2 -0.6
H -2.715 -0.124 0.311 -2.3 -1.7 0.6
H -2.366 0.850 -1.161 0.3 -0.7 0.7
H -2.218 1.535 0.495 0.7 -1.8 -1.1
```
Forces are in eV/Å.

SMILES ... C=C1C#CCC(C)=N1
HOMO energy ... -0.3296 hartree
LUMO energy ... 0.49 eV
DFT total energy ... -325.5004 hartree
Gap between HOMO and LUMO ... 9.45 eV
Relative energy (zero: lowest compared OMol25 entry of this formula, charge and spin) ... 415.53 kJ/mol

=====

(2)
Formula: C5H11N8
Source: the OMol25 dataset
Level of theory: ωB97M-V with the def2-TZVPD basis set

XYZ file:
```
24
Properties=species:S:1:pos:R:3:forces:R:3
H -3.180 2.200 -1.760 -1.2 0.7 -1.3
N -2.762 1.626 -1.090 1.3 -0.8 1.6
C -3.332 0.754 -0.456 3.6 -1.1 2.6
N -2.370 -0.073 0.747 -1.3 2.2 -2.4
N -1.243 0.759 1.005 -4.1 0.5 0.9
C -0.086 0.461 0.480 2.8 -1.4 -0.6
N 0.722 1.474 0.453 1.5 -0.2 -0.6
C 2.026 1.262 0.081 -2.6 0.1 0.6
N 2.749 2.373 -0.008 0.8 1.3 -1.3
N 2.525 0.064 -0.140 0.2 -0.9 -0.7
C 1.713 -1.013 -0.188 1.5 1.7 0.8
N 2.402 -2.169 -0.468 -1.4 1.6 0.3
N 0.389 -0.920 0.095 0.4 3.1 0.0
C -0.390 -2.105 0.043 1.6 -1.1 -1.7
H -4.254 0.292 -0.404 -2.1 -0.7 -0.2
H -2.959 -0.212 1.583 0.6 0.5 -0.4
H -1.445 1.829 1.173 0.9 -2.8 -0.6
H 2.270 3.301 0.016 0.4 -1.5 0.2
H 3.494 2.329 -0.712 -0.1 0.0 0.8
H 3.373 -1.944 -0.335 0.4 -0.4 -0.2
H 2.062 -3.019 -0.080 0.0 -0.7 0.1
H -0.679 -2.353 0.982 -0.9 -1.1 2.8
H -1.212 -2.007 -0.561 -2.1 0.5 -1.3
H 0.185 -2.910 -0.455 -0.2 0.5 0.6
```
Forces are in eV/Å.

Total charge ... +1
SMILES ... [H]/N=C/N/[NH+]=c1/nc(N)nc(N)n1C
HOMO energy ... -0.4779 hartree
LUMO energy ... -2.64 eV
DFT total energy ... -634.9064 hartree
Gap between HOMO and LUMO ... 10.36 eV
Relative energy (zero: lowest compared OMol25 entry of this formula, charge and spin) ... 46.67 kJ/mol

=====

(3)
Formula: C4H12
Source: the OMol25 dataset
Level of theory: ωB97M-V with the def2-TZVPD basis set

XYZ file:
```
16
Properties=species:S:1:pos:R:3:forces:R:3
C -2.647 0.483 -0.351 0.8 0.8 2.0
C -1.684 -0.626 -0.706 2.2 1.4 -0.9
H -2.215 1.553 -0.329 -0.5 -1.7 -1.0
H -3.548 0.342 -0.914 -0.5 0.6 -0.3
H -2.857 0.412 0.710 -0.7 -0.3 0.3
H -1.138 -0.203 -1.566 -0.3 -0.9 -0.5
H -2.038 -1.622 -0.890 -0.8 -0.2 -0.3
H -0.822 -0.764 -0.054 -0.8 0.1 0.7
C 1.534 -0.367 0.234 1.4 -0.6 2.8
C 2.727 0.536 0.708 0.0 -2.0 0.9
H 0.611 0.084 0.038 -0.9 1.6 0.2
H 1.659 -0.899 -0.650 1.0 -1.2 -1.6
H 1.336 -1.122 1.056 0.1 0.7 -1.0
H 3.122 0.113 1.680 -0.3 0.3 -1.1
H 2.363 1.489 0.992 -0.2 1.2 -0.1
H 3.598 0.592 0.044 -0.5 0.1 -0.1
```
Forces are in eV/Å.

SMILES ... CC.CC
HOMO energy ... -0.4100 hartree
LUMO energy ... 1.08 eV
DFT total energy ... -159.5465 hartree
Gap between HOMO and LUMO ... 12.24 eV
Relative energy (zero: lowest compared OMol25 entry of this formula, charge and spin) ... 101.03 kJ/mol